21
Properties=species:S:1:pos:R:3 method="wB97M-V/def2-TZVPD" mol_weight_g_mol=150.2 e_lumo_ev=0.049 e_homo_ev=-8.38 gap_ev=8.426 fmax_ev_per_a=8.195
C 2.4116 2.1653 -0.5953
C 0.8130 2.3786 -0.8096
C -0.3976 0.4477 0.1044
C 0.2612 -0.3737 -0.7595
C 0.1957 -1.6467 -0.8382
C -0.6500 -2.4070 0.0306
C -1.5724 -1.5729 0.9080
C -2.3047 -2.2059 1.9669
C -1.4354 -0.2096 0.8489
H 2.6082 1.0942 -1.4455
H 2.7923 3.2544 -0.9469
H 2.7497 1.6753 0.7388
H 0.3483 2.2199 -1.8251
H 0.5627 3.4914 -0.6478
H 1.0018 0.1705 -1.4840
H 0.5906 -2.1362 -1.7684
H -0.4438 -3.5155 0.1273
H -2.2519 -3.2788 1.9144
H -1.9818 0.2572 1.5899
O -0.2366 1.7417 0.1699
O -3.0609 -1.5497 2.7210

***

21
Properties=species:S:1:pos:R:3 method="wB97M-V/def2-TZVPD" mol_weight_g_mol=130.0 e_lumo_ev=0.675 e_homo_ev=-8.91 gap_ev=9.588 smiles=CB1CCc2ccccc21 fmax_ev_per_a=5.630
B -0.9178 1.1656 0.2033
C -0.1447 -2.6470 0.1285
C 1.1513 -2.5812 -0.3525
C -0.8572 -1.4823 0.3103
C 1.8044 -1.3912 -0.6199
C -0.2952 -0.2735 0.0546
C 1.0547 -0.2332 -0.3894
C 0.2400 2.1227 -0.1418
C 1.5500 1.2052 -0.5232
C -2.3931 1.4166 0.5498
H -0.4610 -3.6254 0.4594
H 1.5550 -3.6059 -0.5314
H -1.7893 -1.5754 0.8755
H 2.7259 -1.3036 -1.1539
H 0.0889 2.8747 -0.7427
H 0.4628 2.6668 0.7958
H 2.2723 1.3522 0.2375
H 2.0335 1.4225 -1.4191
H -3.0294 0.5746 0.7262
H -2.9404 2.1887 -0.0218
H -2.1109 1.7292 1.5548

***

33
Properties=species:S:1:pos:R:3 method="wB97M-V/def2-TZVPD" mol_weight_g_mol=334.8 total_charge=-1 e_lumo_ev=2.370 e_homo_ev=-4.68 gap_ev=7.049 fmax_ev_per_a=1.755
C -2.3226 -3.3978 -0.2386
C -1.0557 -2.5509 -0.4769
B -1.2415 -1.4519 -1.6336
O -2.2659 -1.7156 -2.5757
B -0.2782 -0.0635 -1.8458
C 1.3149 -0.5071 -1.5208
C 2.1650 0.0151 -2.6083
O 2.3741 -0.5865 -3.6498
C -0.8035 1.2361 -1.0342
O -1.3067 2.2172 -1.5604
C -0.7895 1.3376 0.5471
F -1.6212 2.3371 0.9450
F -1.2635 0.2003 1.1177
C 0.6005 1.6450 1.1658
F 1.3864 2.2547 0.2657
F 1.1672 0.4831 1.5786
C 0.5365 2.5367 2.4340
F 0.3125 3.8251 2.1167
F -0.4372 2.0874 3.2495
C 1.8936 2.4566 3.1942
O 2.9713 2.4700 2.6374
O 1.7428 2.3845 4.5367
H -2.3923 -3.7097 0.7995
H -3.2228 -2.8364 -0.4572
H -2.3370 -4.2713 -0.8786
H -0.7479 -2.0905 0.4558
H -0.2333 -3.2051 -0.7664
H -2.0401 -2.4905 -3.0879
H -0.3525 0.2328 -3.0176
H 1.4387 -1.5847 -1.4891
H 1.7014 -0.1128 -0.5824
H 2.6339 1.0080 -2.4781
H 2.4724 1.8471 4.8577

***

23
Properties=species:S:1:pos:R:3 method="wB97M-V/def2-TZVPD" mol_weight_g_mol=162.0 e_lumo_ev=0.232 e_homo_ev=-9.03 gap_ev=9.260 fmax_ev_per_a=5.616
B -0.6160 -1.4214 -2.3156
C -1.2450 -1.2541 2.7686
C 0.1194 -1.3713 2.3696
C -2.0155 -0.3161 2.0757
C 0.5129 -0.6928 1.2733
C -1.5698 0.3137 0.9911
C -0.2540 0.2187 0.5813
C 1.8559 2.3251 -1.9870
C 1.2960 1.5730 -0.8260
C 0.1741 0.8987 -0.6973
O -1.0969 -0.7725 -3.2312
O -0.2215 -2.5048 -1.8054
H -1.4999 -1.5827 3.7579
H 0.7972 -2.0615 2.9396
H -3.0798 -0.2627 2.5372
H 1.4143 -0.9857 0.7509
H -2.3319 0.8734 0.4309
H 2.9592 2.1152 -1.9792
H 1.6231 3.5366 -2.0156
H 1.9331 1.6118 0.1418
H -0.4464 0.8946 -1.5186
H 1.4708 1.7792 -3.2037
H 0.2207 -2.9142 -1.0383

***

24
Properties=species:S:1:pos:R:3 method="wB97M-V/def2-TZVPD" mol_weight_g_mol=328.5 total_charge=+1 spin_multiplicity=3 e_lumo_ev="-3.279 / -5.968" e_homo_ev="-8.73 / -12.74" gap_ev="5.454 / 6.777" fmax_ev_per_a=8.962
C -1.2523 1.3533 -0.6485
C -2.1528 0.9785 0.3546
C -0.0365 -0.7379 -0.5255
C -0.8869 -1.1368 0.4754
C 0.8886 0.8774 -2.0688
C 2.0478 0.2423 -2.4304
C -0.1440 0.5824 -1.0591
C -1.9564 -0.2748 0.9003
C 3.0542 1.0641 -3.2668
N -0.9400 -1.2793 4.2241
Cl 4.4733 1.2731 -2.1913
Br -0.8489 -2.8713 1.3210
Br -3.4085 -0.9013 1.9877
H -1.2750 2.2771 -1.1649
H -2.9668 1.5538 0.5543
H 0.6422 -1.5563 -0.7837
H 0.6090 1.8940 -2.3816
H 2.2773 -0.6438 -1.9463
H -0.5702 -0.3495 4.2460
H 2.6953 2.1516 -3.5670
H 3.4514 0.4811 -4.0657
H -1.4847 -1.7592 4.9198
H -0.4416 -1.9893 3.7589
H -1.7746 -1.2290 3.3575

***

25
Properties=species:S:1:pos:R:3 method="wB97M-V/def2-TZVPD" mol_weight_g_mol=270.1 e_lumo_ev=0.057 e_homo_ev=-9.01 gap_ev=9.062 fmax_ev_per_a=5.218
C -0.3337 0.5245 2.2815
C -1.4714 -0.0208 1.8289
C 0.3350 1.1678 -0.0209
C 0.7175 1.2693 1.4570
C -1.9246 -0.1026 0.4775
C -0.0286 -0.1106 -0.6500
C 0.8037 -1.3420 -0.2794
C -0.4849 -0.3069 -2.0750
C -2.7184 -1.3136 0.0200
N 0.1252 2.2950 -0.5477
F -3.9124 -1.5087 0.6025
F -2.9500 -1.3475 -1.2829
F -1.9934 -2.5183 0.1899
Br -3.0097 1.4235 -0.1209
H 0.0491 0.6091 3.3610
H -2.2348 -0.5862 2.3880
H 0.5722 2.2216 1.8622
H 1.6431 0.8069 1.6477
H 0.6420 -2.0820 -0.9673
H 0.6016 -1.6868 0.7795
H 1.7216 -0.9487 -0.1170
H -0.9299 -1.2493 -2.3033
H 0.4228 -0.0647 -2.6468
H -1.3701 0.4260 -2.2044
H -0.2574 2.1211 -1.4664

***

25
Properties=species:S:1:pos:R:3 method="wB97M-V/def2-TZVPD" mol_weight_g_mol=255.1 e_lumo_ev=0.719 e_homo_ev=-8.15 gap_ev=8.868 fmax_ev_per_a=4.203
C -0.0307 -0.3111 -0.1198
C -0.6207 0.2896 0.9820
C -0.7278 -1.3656 -0.7167
C -2.4421 -1.1250 0.7719
C 0.7771 2.4060 0.6983
C 1.5686 1.8382 -0.2698
C -0.1067 1.6048 1.6064
C 1.8076 0.3890 -0.3740
C 2.5015 -0.0133 -1.6827
N -1.8086 -0.1510 1.3516
N -1.9989 -1.7056 -0.3650
N -0.2605 -1.9776 -1.8604
N -3.5145 -1.4849 1.4858
Br 2.8277 -0.1807 1.1927
H 0.6465 3.4299 0.7680
H 2.1837 2.4987 -0.9347
H -1.0631 2.3138 1.8025
H 0.2656 1.4171 2.6018
H 1.9391 0.3250 -2.5356
H 2.6997 -1.1482 -1.7135
H 3.5316 0.3712 -1.5259
H 0.5187 -1.6478 -2.3706
H -0.8986 -2.6503 -2.2532
H -3.7516 -0.8275 2.1346
H -4.0438 -2.2947 1.3261

***

22
Properties=species:S:1:pos:R:3 method="wB97M-V/def2-TZVPD" mol_weight_g_mol=231.2 e_lumo_ev=0.431 e_homo_ev=-7.86 gap_ev=8.293 fmax_ev_per_a=4.912
C -2.8053 -0.2457 -0.1496
C -2.2059 0.9845 -0.2257
C -2.2434 -1.2599 0.6588
C -0.9529 1.2437 0.3033
C -0.9198 -1.0594 1.0340
C -0.2962 0.2004 0.8886
C 1.5488 0.5468 -1.4572
C 1.0844 0.4514 1.2707
C 2.2826 -0.2365 -0.4044
S 2.1812 -2.0328 -0.4238
Br 4.0520 0.2467 0.1194
H -3.8111 -0.4955 -0.5470
H -2.7654 1.8348 -0.8344
H -2.6936 -2.2506 0.7821
H -0.3688 2.0958 0.3586
H -0.2510 -1.7214 1.5772
H 1.3558 1.6527 -1.1941
H 2.2496 0.5292 -2.2752
H 0.5357 0.1133 -1.8017
H 1.4227 1.5557 1.3636
H 1.6542 0.0259 2.0833
H 0.9464 -2.1790 -1.1262

***

23
Properties=species:S:1:pos:R:3 method="wB97M-V/def2-TZVPD" mol_weight_g_mol=187.6 e_lumo_ev=0.829 e_homo_ev=-9.05 gap_ev=9.883 smiles=CCNCc1cc(F)cc(Cl)c1 fmax_ev_per_a=1.500
C -1.7676 -0.2350 3.3694
C -2.2829 -0.6815 1.9895
C -0.2331 -1.9037 1.2629
C 0.1283 -0.9819 0.1135
C -0.2110 -1.1905 -1.2126
C 0.1437 -0.2902 -2.2220
C 0.9090 0.8362 -1.9227
C 1.1921 1.0948 -0.5727
C 0.8429 0.1890 0.4252
H -1.7578 -0.9971 4.1533
H -0.7747 0.1981 3.2627
H -2.3920 0.5645 3.7513
H -2.0657 0.1312 1.3123
H -3.4040 -0.8086 1.9998
H -2.2333 -2.2971 0.7722
H 0.1977 -1.4819 2.1599
H 0.2016 -2.9012 1.1172
H -0.7106 -2.1132 -1.4551
H 1.2978 1.4474 -2.7623
H 1.0216 0.3812 1.4556
N -1.6882 -1.9705 1.5455
F -0.3053 -0.4739 -3.4761
Cl 1.9327 2.6418 -0.1578

***

25
Properties=species:S:1:pos:R:3 method="wB97M-V/def2-TZVPD" mol_weight_g_mol=257.6 total_charge=+2 spin_multiplicity=4 e_lumo_ev="-11.210 / -11.554" e_homo_ev="-17.66 / -17.56" gap_ev="6.451 / 6.003" fmax_ev_per_a=11.992
Cl -1.4408 2.2275 -1.3915
C -0.9097 -1.5486 -1.1183
C 0.4923 -1.6872 -0.8364
C 1.2198 -0.8685 -1.7830
H 0.9427 -2.4190 -0.1701
C 0.2682 -0.1684 -2.6230
C -1.0605 -0.6368 -2.2240
H -1.9878 -0.3659 -2.7205
H -1.6955 -2.1189 -0.6382
H 2.3073 -0.8326 -1.9074
C 0.5748 0.7820 -3.7288
Mn -0.0808 0.3234 -0.6651
C 1.3028 0.8318 0.3771
O 1.8483 1.2993 1.3236
C -1.3447 1.2429 0.3908
O -2.1077 1.5125 1.2752
H 1.5368 1.2823 -3.5513
H -0.2041 1.5529 -3.7595
H 0.5962 0.2337 -4.6827
C -0.6083 -0.5646 3.2642
O -0.5714 -1.3493 2.0671
H -1.5308 0.0189 3.1929
H 0.2525 0.1215 3.3125
H -0.6410 -1.1937 4.1711
H 0.0603 -2.0710 2.1997